ORCA calculation (ωB97M-V with the def2-TZVPD basis set) on a cluster of 11 separate species, C86H198N11O4 in total in a non-equilibrium geometry.

For the total energy, the calculation gives -4294.8865 Ha. The value obtained for the HOMO energy (alpha / beta) is -15.5763 / -19.3475 eV. The calculation puts the frontier orbital gap (alpha / beta) at 2.41 / 6.17 eV.

The geometry in ORCA input format:
```
! RIJCOSX wB97M-V def2-TZVPD def2/J DEFGRID3
* xyz 8 2
C 1.821 2.271 -0.759
C 1.086 1.033 -1.279
C 2.086 -0.175 -1.263
C 2.388 -0.738 0.120
C 1.064 -1.212 0.837
C 0.024 -0.050 0.920
N 0.005 0.728 -0.345
O -1.243 1.468 -0.621
C 0.423 0.882 2.026
C -1.341 -0.684 1.361
C 0.677 1.175 -2.761
H 1.220 3.162 -0.944
H 2.760 2.508 -1.259
H 1.932 2.127 0.316
H 3.055 0.122 -1.665
H 1.671 -0.980 -1.870
H 2.924 -0.048 0.773
H 3.092 -1.539 -0.104
H 1.477 -1.695 1.722
H 0.775 -1.986 0.125
H 0.079 0.471 2.975
H -0.008 1.878 1.930
H 1.494 1.076 2.065
H -2.089 0.108 1.403
H -1.334 -1.277 2.275
H -1.564 -1.491 0.663
H 0.104 0.354 -3.193
H 1.616 1.301 -3.299
H 0.044 2.004 -3.078
C -6.920 -5.166 4.408
C -6.292 -4.784 3.036
C -7.068 -3.700 2.317
N -6.429 -3.343 0.907
C -6.464 -4.419 -0.194
C -4.910 -2.858 0.893
C -4.757 -1.840 -0.260
C -6.153 -1.393 -0.693
C -7.061 -1.998 0.385
H -7.980 -5.406 4.321
H -6.856 -4.348 5.125
H -6.531 -6.112 4.784
H -6.275 -5.583 2.295
H -5.333 -4.268 3.084
H -7.142 -2.741 2.829
H -8.090 -4.027 2.123
H -7.505 -4.715 -0.320
H -5.904 -5.228 0.274
H -6.193 -4.002 -1.164
H -4.301 -3.761 0.932
H -4.641 -2.338 1.813
H -4.156 -2.294 -1.048
H -4.208 -1.008 0.181
H -6.491 -1.790 -1.651
H -6.372 -0.333 -0.820
H -8.074 -2.109 -0.001
H -6.945 -1.341 1.247
C -4.076 3.857 -0.211
N -4.538 3.565 1.228
C -3.352 2.819 1.879
C -4.748 4.939 2.027
C -5.841 2.686 1.145
C -7.079 3.584 0.794
O -7.584 4.123 2.018
H -3.866 2.915 -0.718
H -3.187 4.470 -0.062
H -4.875 4.334 -0.779
H -3.430 2.809 2.966
H -2.344 2.976 1.496
H -3.593 1.810 1.543
H -5.019 4.852 3.079
H -5.497 5.532 1.502
H -3.791 5.462 2.026
H -5.871 2.250 2.144
H -5.657 1.943 0.369
H -7.959 3.020 0.485
H -7.034 4.338 0.008
H -8.473 4.448 1.857
C 2.894 -5.105 5.299
N 2.836 -5.186 3.731
C 2.184 -6.512 3.295
C 1.918 -4.035 3.274
C 4.316 -4.925 3.186
C 5.138 -6.175 2.868
O 5.488 -6.706 4.188
H 3.245 -4.123 5.616
H 3.529 -5.902 5.686
H 1.869 -5.249 5.640
H 1.234 -6.622 3.818
H 2.815 -7.318 3.670
H 1.759 -6.484 2.292
H 2.299 -3.158 3.796
H 0.943 -4.388 3.610
H 1.852 -3.948 2.190
H 4.623 -4.226 3.963
H 4.147 -4.290 2.316
H 6.087 -6.032 2.351
H 4.541 -6.739 2.151
H 6.098 -7.442 4.111
C -3.135 -1.340 -6.643
N -3.412 -1.290 -5.082
C -4.901 -0.925 -4.953
C -3.115 -2.633 -4.465
C -2.409 -0.230 -4.534
C -2.657 0.253 -3.143
O -2.072 -0.640 -2.275
H -3.578 -0.500 -7.178
H -3.543 -2.300 -6.961
H -2.051 -1.308 -6.754
H -5.190 -0.750 -3.917
H -5.475 -1.773 -5.327
H -5.085 0.045 -5.414
H -3.391 -2.736 -3.416
H -2.052 -2.814 -4.624
H -3.570 -3.345 -5.154
H -2.522 0.664 -5.146
H -1.413 -0.661 -4.641
H -3.737 0.282 -3.002
H -2.202 1.211 -2.888
H -1.579 -0.130 -1.628
C 5.880 2.020 -1.059
C 5.846 1.405 0.296
C 7.128 0.941 0.816
C 7.034 -0.617 1.145
N 8.379 -1.370 1.229
C 9.263 -0.826 2.429
C 10.172 -2.032 2.756
C 9.271 -3.279 2.424
C 8.109 -2.799 1.760
C 9.077 -1.265 -0.120
H 6.649 2.792 -1.068
H 4.929 2.368 -1.461
H 6.211 1.280 -1.787
H 5.054 0.657 0.317
H 5.567 2.231 0.950
H 7.327 1.431 1.769
H 8.006 1.330 0.300
H 6.407 -1.115 0.405
H 6.600 -0.767 2.133
H 9.669 0.173 2.269
H 8.509 -0.656 3.197
H 11.116 -2.012 2.211
H 10.436 -1.940 3.809
H 9.819 -4.062 1.900
H 8.898 -3.747 3.336
H 7.854 -3.426 0.906
H 7.212 -2.702 2.372
H 10.028 -1.764 0.067
H 9.136 -0.200 -0.347
H 8.591 -1.640 -1.021
C -5.011 -1.681 4.809
C -4.339 -0.314 4.472
C -2.841 -0.300 4.707
C -2.552 -0.075 6.162
N -1.009 0.000 6.584
C -0.147 1.127 6.102
C 1.319 0.719 5.858
C 1.246 -0.763 6.257
C -0.128 -1.181 6.136
C -1.018 0.092 8.117
H -4.390 -2.538 4.550
H -5.967 -1.902 4.335
H -5.312 -1.776 5.852
H -4.754 0.439 5.142
H -4.666 0.065 3.504
H -2.371 0.529 4.178
H -2.386 -1.188 4.269
H -2.946 -0.873 6.791
H -3.023 0.876 6.408
H -0.224 2.004 6.743
H -0.704 1.438 5.218
H 1.928 1.189 6.631
H 1.726 1.038 4.898
H 1.676 -0.891 7.250
H 1.794 -1.422 5.583
H -0.454 -2.071 6.675
H -0.431 -1.491 5.136
H -1.715 0.843 8.491
H 0.021 0.141 8.443
H -1.318 -0.887 8.490
C 4.315 -7.584 -4.429
C 2.840 -7.386 -4.009
C 2.471 -6.270 -3.114
C 1.190 -6.594 -2.382
N 0.837 -5.494 -1.460
C -0.294 -5.917 -0.524
C -0.938 -4.591 -0.171
C -0.907 -3.697 -1.322
C 0.135 -4.319 -2.249
C 2.009 -4.978 -0.559
H 4.980 -7.367 -3.592
H 4.636 -6.862 -5.179
H 4.539 -8.622 -4.678
H 2.640 -8.403 -3.670
H 2.219 -7.261 -4.897
H 2.351 -5.347 -3.681
H 3.281 -6.297 -2.385
H 1.306 -7.438 -1.702
H 0.368 -6.771 -3.076
H 0.029 -6.654 0.211
H -1.028 -6.459 -1.120
H -0.587 -3.916 0.609
H -1.994 -4.698 0.080
H -0.711 -2.652 -1.084
H -1.788 -3.836 -1.949
H 0.881 -3.649 -2.676
H -0.362 -4.729 -3.128
H 2.599 -5.785 -0.125
H 1.490 -4.226 0.035
H 2.781 -4.581 -1.219
C 2.155 1.845 -6.206
C 2.354 0.366 -6.039
C 3.589 -0.021 -5.151
C 3.784 -1.582 -4.872
N 5.081 -2.196 -4.344
C 4.819 -3.756 -4.485
C 5.957 -4.307 -5.377
C 6.334 -3.111 -6.134
C 6.303 -1.961 -5.253
C 5.355 -1.743 -2.864
H 1.550 2.409 -5.496
H 1.637 1.752 -7.161
H 3.093 2.307 -6.513
H 2.430 -0.152 -6.995
H 1.415 -0.014 -5.638
H 3.460 0.471 -4.187
H 4.498 0.379 -5.602
H 3.675 -1.982 -5.881
H 3.109 -1.922 -4.087
H 4.799 -4.115 -3.456
H 3.944 -4.027 -5.076
H 6.715 -4.821 -4.785
H 5.635 -4.901 -6.232
H 7.373 -3.112 -6.464
H 5.661 -2.946 -6.976
H 7.058 -2.204 -4.506
H 6.378 -0.936 -5.616
H 5.757 -0.738 -2.991
H 6.066 -2.411 -2.378
H 4.402 -1.656 -2.342
C -5.698 8.555 -3.052
C -6.066 7.745 -4.212
C -4.987 6.678 -4.706
C -4.277 5.706 -3.817
N -3.176 4.896 -4.592
C -1.980 5.662 -5.032
C -1.221 5.952 -3.722
C -1.601 4.764 -2.810
C -2.635 3.923 -3.591
C -3.902 4.106 -5.708
H -5.362 7.901 -2.248
H -6.516 9.131 -2.619
H -4.888 9.247 -3.280
H -6.111 8.527 -4.970
H -7.099 7.408 -4.137
H -4.240 7.237 -5.270
H -5.539 6.095 -5.443
H -5.014 5.053 -3.349
H -3.912 6.044 -2.847
H -1.304 5.066 -5.645
H -2.127 6.660 -5.443
H -0.174 6.255 -3.747
H -1.596 6.884 -3.300
H -0.841 4.039 -2.518
H -1.955 5.070 -1.826
H -2.070 3.171 -4.140
H -3.423 3.446 -3.009
H -4.854 3.839 -5.250
H -3.340 3.248 -6.077
H -4.129 4.826 -6.494
C -2.451 10.241 3.855
C -1.445 9.219 4.516
C -0.928 8.228 3.433
C -0.069 7.114 4.108
N 0.566 5.971 3.319
C 1.642 6.424 2.364
C 1.253 5.858 1.001
C 0.299 4.803 1.142
C -0.441 5.246 2.381
C 1.190 4.933 4.318
H -1.815 11.093 3.617
H -3.195 10.492 4.612
H -3.020 9.841 3.016
H -2.194 8.711 5.123
H -0.682 9.825 5.005
H -0.303 8.713 2.683
H -1.762 7.704 2.966
H -0.760 6.682 4.832
H 0.807 7.497 4.631
H 2.615 6.098 2.732
H 1.713 7.511 2.394
H 2.046 5.561 0.315
H 0.626 6.627 0.549
H 0.868 3.878 1.235
H -0.349 4.752 0.268
H -0.946 4.457 2.939
H -1.139 6.044 2.127
H 0.453 4.549 5.024
H 1.939 5.435 4.931
H 1.565 4.141 3.670
*
```

These are the Löwdin partial charges, in e, on atoms 1 to 5: -0.013, -0.476, -0.149, -0.195, -0.111